Computed, not measured: a cluster of 5 separate species, C24H44ClN8 in total in a non-equilibrium geometry, with ωB97M-V/def2-TZVPD.

Bonds (Å) are listed after each position.
Element x y z (Å)
1 C 0.084 -0.924 7.989  C2 1.521, H9 1.087, H10 1.090, H11 1.092
2 C 1.254 -1.185 7.055  C1 1.521, N3 1.480, H12 1.085, H13 1.089
3 N 1.098 -0.434 5.789  C2 1.480, C4 1.376, C7 1.326
4 C 0.591 -0.951 4.619  N3 1.376, C5 1.354, H14 1.075
5 C 0.528 0.059 3.721  C4 1.354, N6 1.382, H15 1.081
6 N 0.924 1.200 4.391  C5 1.382, C7 1.322, C8 1.467
7 C 1.247 0.874 5.631  N3 1.326, N6 1.322, H16 1.078
8 C 0.940 2.582 3.897  N6 1.467, H17 1.088, H18 1.084, H19 1.088
9 H 0.269 -1.355 8.971  C1 1.087
10 H -0.863 -1.319 7.621  C1 1.090
11 H -0.042 0.153 8.110  C1 1.092
12 H 1.382 -2.232 6.800  C2 1.085
13 H 2.167 -0.810 7.515  C2 1.089
14 H 0.268 -1.975 4.561  C4 1.075
15 H 0.083 0.204 2.747  C5 1.081
16 H 1.636 1.523 6.399  C7 1.078
17 H 0.450 2.616 2.926  C8 1.088
18 H 1.957 2.951 3.817  C8 1.084
19 H 0.334 3.181 4.572  C8 1.088
20 C -4.339 -0.885 -4.338  C21 1.515, H28 1.092, H29 1.090, H30 1.089
21 C -5.024 0.227 -3.570  C20 1.515, N22 1.473, H31 1.088, H32 1.090
22 N -4.445 0.425 -2.230  C21 1.473, C23 1.380, C26 1.318
23 C -3.243 1.048 -1.965  N22 1.380, C24 1.355, H33 1.074
24 C -2.983 0.873 -0.647  C23 1.355, N25 1.377, H34 1.083
25 N -4.017 0.119 -0.140  C24 1.377, C26 1.334, C27 1.459
26 C -4.877 -0.147 -1.124  N22 1.318, N25 1.334, H35 1.077
27 C -4.105 -0.445 1.203  N25 1.459, H36 1.089, H37 1.088, H38 1.085
28 H -4.496 -1.846 -3.844  C20 1.092
29 H -3.270 -0.707 -4.449  C20 1.090
30 H -4.822 -0.961 -5.311  C20 1.089
31 H -6.089 0.029 -3.470  C21 1.088
32 H -4.948 1.185 -4.083  C21 1.090
33 H -2.661 1.498 -2.748  C23 1.074
34 H -2.141 1.120 -0.013  C24 1.083
35 H -5.754 -0.762 -1.010  C26 1.077
36 H -4.377 -1.499 1.179  C27 1.089
37 H -4.872 0.073 1.775  C27 1.088
38 H -3.135 -0.372 1.685  C27 1.085
39 C 6.226 1.428 -1.767  C40 1.530, H47 1.090, H48 1.090, H49 1.087
40 C 4.790 1.189 -1.298  C39 1.530, N41 1.465, H50 1.087, H51 1.089
41 N 3.797 1.746 -2.221  C40 1.465, C42 1.382, C45 1.322
42 C 3.608 1.360 -3.534  N41 1.382, C43 1.352, H52 1.076
43 C 2.553 2.071 -3.993  C42 1.352, N44 1.374, H53 1.076
44 N 2.113 2.863 -2.960  C43 1.374, C45 1.325, C46 1.467
45 C 2.874 2.636 -1.899  N41 1.322, N44 1.325, H54 1.077
46 C 1.040 3.861 -3.044  N44 1.467, H55 1.086, H56 1.085, H57 1.087
47 H 6.685 2.250 -1.216  C39 1.090
48 H 6.275 1.729 -2.814  C39 1.090
49 H 6.864 0.562 -1.613  C39 1.087
50 H 4.655 1.658 -0.327  C40 1.087
51 H 4.570 0.128 -1.191  C40 1.089
52 H 4.335 0.707 -3.985  C42 1.076
53 H 2.100 2.114 -4.968  C43 1.076
54 H 2.716 3.007 -0.900  C45 1.077
55 H 1.140 4.394 -3.984  C46 1.086
56 H 1.151 4.554 -2.217  C46 1.085
57 H 0.079 3.359 -2.968  C46 1.087
58 C -0.733 -2.939 1.318  C59 1.516, H66 1.090, H67 1.092, H68 1.087
59 C 0.394 -3.181 0.333  C58 1.516, N60 1.474, H69 1.091, H70 1.088
60 N 0.016 -2.826 -1.047  C59 1.474, C61 1.380, C64 1.324
61 C -0.705 -3.631 -1.904  N60 1.380, C62 1.346, H71 1.076
62 C -0.747 -3.004 -3.095  C61 1.346, N63 1.381, H72 1.075
63 N -0.017 -1.841 -2.955  C62 1.381, C64 1.328, C65 1.453
64 C 0.454 -1.770 -1.715  N60 1.324, N63 1.328, H73 1.085
65 C 0.228 -0.869 -4.006  N63 1.453, H74 1.086, H75 1.089, H76 1.090
66 H -1.479 -3.733 1.283  C58 1.090
67 H -1.288 -2.028 1.083  C58 1.092
68 H -0.306 -2.856 2.314  C58 1.087
69 H 0.688 -4.232 0.318  C59 1.091
70 H 1.321 -2.657 0.556  C59 1.088
71 H -1.165 -4.527 -1.526  C61 1.076
72 H -1.268 -3.225 -4.010  C62 1.075
73 H 0.969 -0.895 -1.331  C64 1.085
74 H 1.291 -0.711 -4.162  C65 1.086
75 H -0.300 0.062 -3.804  C65 1.089
76 H -0.165 -1.250 -4.948  C65 1.090
77 Cl 0.531 1.364 0.167  no bonds

Computed properties:
Gap between HOMO and LUMO: 9.36 eV
HOMO: -15.771 eV
ΔE to the lowest compared entry with this formula, charge and spin: 0.0000 eV
Charge: +3
Strongest force on any atom: 0.023 hartree/bohr
E_tot: -50023.431 eV